C39H61F3N6P | wB97M-V/def2-TZVPD

Geometry as ORCA input:
```
! wB97M-V def2-TZVPD RIJCOSX def2/J DEFGRID3
* xyz 1 1
C 4.111 1.541 2.331
C 4.015 2.994 1.845
C 5.161 3.414 0.931
C 5.299 2.647 -0.403
C 4.013 2.096 -1.000
C 4.254 1.143 -2.172
C 4.793 -0.233 -1.742
C 3.921 -1.449 -2.127
C 3.396 -2.274 -0.934
C 1.892 -2.192 -0.632
C 0.954 -2.385 -1.839
C -0.156 -1.332 -1.952
C -1.276 -1.702 -0.988
N -2.508 -0.922 -1.078
C -3.654 -1.151 -1.760
N -3.902 -2.221 -2.572
N -5.259 -2.275 -3.017
P -2.856 -3.498 -3.033
N -2.638 -4.687 -2.081
N -4.566 -0.224 -1.469
C -3.999 0.594 -0.596
C -4.764 1.740 -0.024
C -4.678 1.961 1.484
C -5.273 0.822 2.277
F -4.978 -0.374 1.719
F -6.595 0.879 2.324
F -4.816 0.797 3.514
N -2.731 0.230 -0.336
C -1.753 0.846 0.562
C -1.515 2.330 0.275
C -0.397 2.576 -0.730
H 3.758 1.449 3.359
H 5.140 1.180 2.304
H 3.505 0.856 1.736
H 3.055 3.169 1.350
H 4.028 3.649 2.718
H 5.099 4.480 0.708
H 6.088 3.271 1.493
H 6.030 1.842 -0.298
H 5.712 3.336 -1.144
H 3.443 1.539 -0.255
H 3.384 2.925 -1.339
H 4.943 1.614 -2.877
H 3.307 1.010 -2.701
H 5.775 -0.369 -2.199
H 4.971 -0.229 -0.664
H 3.099 -1.098 -2.753
H 4.513 -2.112 -2.759
H 3.678 -3.323 -1.037
H 3.918 -1.924 -0.040
H 1.668 -2.976 0.096
H 1.680 -1.245 -0.118
H 1.518 -2.420 -2.768
H 0.470 -3.363 -1.744
H 0.255 -0.358 -1.675
H -0.532 -1.259 -2.974
H -1.562 -2.751 -1.098
H -0.909 -1.623 0.036
H -5.535 -3.252 -3.039
H -5.306 -1.923 -3.969
H -3.430 -3.783 -4.275
H -1.687 -2.831 -3.424
H -3.136 -4.695 -1.201
H -4.490 2.665 -0.536
H -5.795 1.530 -0.311
H -3.667 2.142 1.849
H -5.250 2.857 1.729
H -0.815 0.305 0.462
H -2.096 0.678 1.583
H -1.244 2.781 1.229
H -2.425 2.800 -0.098
H -0.543 1.993 -1.640
H 0.576 2.361 -0.298
H -0.393 3.623 -1.035
C -7.682 -2.445 -0.726
C -8.525 -3.281 -1.446
C -9.799 -3.564 -0.974
C -10.234 -3.006 0.220
C -9.394 -2.169 0.942
C -8.119 -1.891 0.471
H -6.692 -2.225 -1.098
H -8.194 -3.716 -2.382
H -10.453 -4.217 -1.536
H -11.227 -3.225 0.588
H -9.735 -1.735 1.873
H -7.465 -1.242 1.037
C 5.427 8.105 2.975
C 5.195 9.328 2.361
C 5.564 9.520 1.036
C 6.163 8.489 0.326
C 6.394 7.266 0.941
C 6.028 7.075 2.266
H 5.144 7.957 4.009
H 4.729 10.132 2.915
H 5.389 10.475 0.559
H 6.452 8.640 -0.706
H 6.862 6.463 0.386
H 6.213 6.122 2.747
C 3.206 -7.171 2.258
C 2.191 -7.255 3.201
C 0.958 -6.670 2.949
C 0.739 -6.003 1.752
C 1.755 -5.920 0.810
C 2.989 -6.502 1.062
H 4.166 -7.629 2.455
H 2.360 -7.780 4.131
H 0.167 -6.738 3.684
H -0.226 -5.554 1.552
H 1.582 -5.407 -0.129
H 3.781 -6.438 0.326
*
```

## Properties
HOMO energy	-10.675	eV
molar mass	701.9	g mol⁻¹


C6H24O6 | wB97M-V/def2-TZVPD

Geometry as ORCA input:
```
! wB97M-V def2-TZVPD RIJCOSX def2/J DEFGRID3
* xyz 0 1
C -8.255 -8.388 6.115
O -8.522 -7.973 7.427
H -8.889 -7.705 5.498
H -7.237 -8.265 5.774
H -8.565 -9.476 5.998
H -7.732 -8.163 7.923
C -7.814 -4.031 5.483
O -8.597 -2.840 5.491
H -8.223 -4.692 6.227
H -7.885 -4.454 4.512
H -6.773 -3.851 5.712
H -8.284 -2.217 6.168
C -13.691 0.808 9.157
O -12.774 0.686 10.213
H -13.200 0.671 8.179
H -14.563 0.071 9.205
H -14.222 1.776 9.126
H -12.926 1.340 10.886
C -10.839 -5.675 7.760
O -10.249 -6.359 8.868
H -11.799 -5.210 8.116
H -10.194 -4.956 7.293
H -11.066 -6.322 6.912
H -9.849 -7.170 8.523
C -9.387 -0.047 7.346
O -9.236 -1.381 7.662
H -8.421 0.555 7.630
H -9.469 0.122 6.291
H -10.192 0.522 7.832
H -9.923 -1.623 8.307
C -12.672 -2.368 8.487
O -11.551 -1.932 9.246
H -13.380 -2.801 9.157
H -13.212 -1.500 8.123
H -12.315 -3.018 7.734
H -11.642 -1.050 9.732
*
```

## Properties
HOMO energy	-9.402	eV
molar mass	192.3	g mol⁻¹
ΔE to the lowest compared entry with this formula, charge and spin	95.7	kcal per mole


Table of HOMO-LUMO gap (eV), in record order: 8.1, 9.9